1.
DFT (wB97M-V/def2-TZVPD) results for a structure of composition C44H57N5ORbS4Si2Te2 at a distorted geometry.

Geometry as XYZ:
```
116
Properties=species:S:1:pos:R:3
Te -0.6521 0.0656 3.3083
Te 0.1302 0.4037 -3.6964
Rb -0.5328 0.8276 -0.1995
S 3.4743 4.3307 -0.8404
S 4.3211 -2.0049 -0.7737
S -2.8519 -0.8282 1.2645
S -2.0728 -1.4043 -1.9435
Si 3.0609 0.7562 -5.3841
Si -2.3063 1.1096 -5.9340
O -0.9507 2.3174 1.6870
N 2.3089 -0.4981 -1.2891
N -7.7604 -3.1643 -3.4132
N 0.2815 1.8025 3.5735
N -8.6778 -2.6326 0.5727
N 1.9271 2.3305 -1.2943
C -6.9769 -2.8019 -2.6512
C 0.7708 4.4626 -1.6975
C -3.6670 -1.6405 -1.2849
C 4.1286 2.7324 -0.6144
C -1.0211 0.9952 -7.2905
C -1.6650 -2.6859 4.6198
C 3.3232 -1.3911 4.5174
C -1.3843 2.2661 5.8953
C -2.0519 0.4728 7.4833
C 2.0911 -0.7597 4.5731
C -4.6929 -2.0901 -2.1374
C 3.6568 -2.2851 3.5017
C -1.5535 1.6112 -4.3076
C 3.3212 0.3639 -0.8675
C 0.5029 3.9913 2.5845
C 3.1418 1.7743 -0.9037
C -6.3062 -2.1519 -0.3559
C 1.8269 0.1855 5.7240
C 2.7024 -2.5806 2.5507
C -5.9869 -2.3450 -1.7071
C -3.5433 2.4178 -6.4823
C -4.0042 -1.4245 0.0900
C 1.4436 -1.9806 2.5584
C -0.1279 2.6149 2.5899
C -2.3314 -0.8302 7.8566
C -1.5940 0.8021 6.2081
C 1.9441 3.6156 -1.3135
C 1.8167 -2.8634 -1.7866
C -2.8360 -1.1559 9.2387
C -5.3136 -1.6993 0.5043
C -3.1629 -0.5291 -5.7287
C 4.0321 -0.0269 -4.0046
C 2.6137 -0.5766 -6.6235
C -1.7198 -1.5541 5.6213
C 4.5057 -0.2967 -0.5143
C 4.1677 1.9959 -6.2652
C 1.5573 1.6432 -4.7425
C -2.1812 -1.8274 6.9043
C 1.1535 -1.0505 3.5635
C 0.4807 -2.3853 1.4627
C -7.6278 -2.4173 0.1509
C 2.6702 -1.7358 -1.2939
C 5.0288 -2.9005 3.4387
C -1.3621 -0.2327 5.3009
H 1.1644 -0.2784 6.4598
H 2.7647 0.4313 6.2233
H 0.6510 4.3530 3.6022
H -1.2155 2.6508 -4.2746
H -1.9257 2.8741 6.6216
H -0.2403 0.2797 -7.0144
H -3.0445 3.3800 -6.6426
H -2.7389 -0.2983 9.9056
H 1.3653 1.1095 5.3773
H -0.6362 -2.9575 4.3786
H 5.2195 -3.5297 4.3122
H 5.1422 2.5859 -0.2792
H 4.2789 0.6912 -3.2144
H 3.6450 2.4796 -7.0983
H 5.7965 -2.1239 3.4160
H 4.0593 -1.1605 5.2829
H 2.2735 -0.1548 -7.5750
H -5.5597 -1.5429 1.5462
H 1.0088 2.1087 -5.5678
H -2.2121 1.2762 8.1968
H -2.4513 -2.8494 7.1556
H 3.4506 -0.8275 -3.5326
H 5.1413 -3.5097 2.5416
H -2.2798 -1.9897 9.6712
H 1.0238 5.1397 -2.5176
H -2.1628 -3.5688 5.0202
H -1.7403 2.5253 4.8999
H 0.7232 -1.8868 0.5221
H 2.1909 -3.2411 -2.7427
H -1.4870 0.6538 -8.2217
H 0.7896 -2.5201 -1.9259
H -2.5653 -1.1734 -5.0735
H 0.4237 5.0705 -0.8574
H -0.0453 3.8148 -2.0202
H -4.3278 2.5631 -5.7322
H -0.5452 1.9635 -7.4852
H 0.5532 -3.4578 1.2793
H 4.9616 -0.4625 -4.3850
H 2.9420 -3.2708 1.7496
H -4.1403 -0.4029 -5.2515
H 1.8114 -3.6978 -1.0812
H 1.4790 3.9345 2.0942
H -2.2910 1.4625 -3.5121
H -2.1761 -2.4198 3.6857
H 4.5027 2.7779 -5.5748
H -3.8901 -1.4439 9.2128
H 5.0562 1.4942 -6.6658
H 5.4343 0.1149 -0.1529
H -4.0257 2.1252 -7.4221
H -0.3282 2.5353 5.9285
H -0.1310 4.6760 2.0234
H -0.5652 -2.1651 1.6693
H 3.4874 -1.2069 -6.8224
H -3.3125 -1.0364 -6.6877
H 1.8617 2.4286 -4.0398
H -4.4497 -2.2484 -3.1805
H 1.8164 -1.2132 -6.2277
```

Computed properties:
- Energy above the lowest of the compared OMol25 structures with the same formula, charge and spin: 1.132 eV
- 2S+1: 2
- LUMO energy (alpha / beta): 3.3 / 3.3 eV
- HOMO-LUMO gap (alpha / beta): 2.893 / 5.175 eV
- Total charge: -2

---

2.
DFT (wB97M-V/def2-TZVPD) results for a structure of composition C5H20F3N10O5Y at a distorted geometry.

Geometry as XYZ:
```
44
Properties=species:S:1:pos:R:3
Y -0.5370 0.8819 0.7142
F -2.8241 0.9587 0.8006
F -0.2273 1.0714 3.0286
F -0.2191 3.1951 0.8201
O -1.4163 -1.1806 1.7091
O -0.4126 -0.8765 -0.8800
O 1.4446 -0.3204 1.2509
O 1.1618 1.5465 -0.8480
O -1.5691 1.9254 -1.4533
N -2.4995 0.2611 -2.6975
N -0.0434 -2.8289 -1.9788
N -3.3426 2.4334 -2.7282
N 1.0276 3.7722 -1.1069
N 2.0365 -1.0078 3.2706
N -1.7570 -3.0779 2.9131
N 3.0532 -1.9288 1.3770
N 1.4573 -1.0629 -2.1201
N -1.2131 -1.0281 3.9162
N 2.4109 2.5162 -2.5117
C -1.4857 -1.7308 2.7944
C 0.3027 -1.5627 -1.5908
C -2.4007 1.5449 -2.2613
C 1.5417 2.5590 -1.4508
C 2.1621 -1.0588 1.9267
H 3.6246 -2.5028 1.9672
H 0.4525 3.6607 -0.2152
H -4.0020 2.1768 -3.4349
H -3.0775 3.3715 -2.4841
H 2.6592 3.3519 -3.0033
H 0.6228 -3.4818 -2.3456
H 2.0350 -1.6551 -2.6913
H 3.1894 -1.9267 0.3857
H -1.3707 -1.3671 4.8462
H -0.9842 -0.0389 3.7614
H 2.6183 -1.5509 3.8824
H 2.9204 1.6701 -2.6729
H 1.8472 -0.2418 -1.6773
H -1.9443 -3.5819 2.0693
H -1.8220 -0.3907 -2.3428
H -2.0759 -3.4387 3.7926
H -3.2221 -0.0675 -3.3061
H -0.9762 -3.1450 -1.7893
H 1.3035 -0.4447 3.6836
H 1.5512 4.6013 -1.3195
```

Computed properties:
- Energy above the lowest of the compared OMol25 structures with the same formula, charge and spin: 0.511 eV
- 2S+1: 1
- LUMO energy: 0.0 eV
- HOMO-LUMO gap: 8.425 eV
- Total charge: 0

---

3.
DFT (wB97M-V/def2-TZVPD) results for an isolated molecule of C2HP at a distorted geometry.

Geometry as XYZ:
```
4
Properties=species:S:1:pos:R:3
P 0.1200 0.2667 -0.6322
C 0.8136 1.4640 -1.4727
C 1.4054 2.6280 -1.7520
H -0.1435 -1.0749 -0.7313
```

Computed properties:
- Energy above the lowest of the compared OMol25 structures with the same formula, charge and spin: 2.074 eV
- 2S+1: 1
- LUMO energy (alpha / beta): -2.6 / -2.6 eV
- HOMO-LUMO gap (alpha / beta): 6.562 / 6.561 eV
- Total charge: 0